100
Properties=species:S:1:pos:R:3:mulliken_charge:R:1 method="wB97M-V/def2-TZVPD" gap_ev=6.8298 charge=+1
C -4.7316 2.4692 -3.1983 -1.01
C -4.8522 1.6671 -1.7909 -0.26
C -3.3999 1.7326 -1.1152 -1.18
C -3.3493 0.9730 0.3207 0.12
N -2.7088 -0.3754 0.2469 -0.17
N -1.4991 -0.4465 1.0139 1.24
C -0.4623 -0.3699 -0.0023 -2.05
N 0.0483 0.7889 -0.3599 0.58
C -0.2765 2.1163 0.2141 0.40
C 1.1233 2.9308 0.2718 -0.88
C 1.8550 2.8107 1.7004 0.06
C 2.4908 4.2716 1.9977 -0.63
C 3.6279 4.1048 3.1140 -0.49
O 4.8602 4.7161 2.6562 -0.37
C 5.8967 3.6889 2.7056 -0.51
N -0.0137 -1.5805 -0.6933 -0.12
C 0.8054 -2.2969 0.3744 0.18
S 2.2993 -1.2416 0.6605 -0.15
B 1.3413 -3.6556 -0.3936 0.92
O 0.7030 -4.1884 -1.5646 -0.61
O 2.5249 -4.3400 0.0707 -0.58
C -0.0936 -2.6209 1.6540 0.40
Cl -0.6001 -4.4019 1.3626 -0.14
C 0.7500 -2.7604 3.0264 -0.04
F 0.1050 -3.6068 3.9575 -0.23
F 1.1181 -1.5394 3.5748 -0.15
F 1.9656 -3.4551 2.8171 -0.25
C -1.4798 -1.7863 1.7882 0.19
Cl -2.7813 -2.8131 0.8645 -0.07
P -2.0500 -1.3604 3.5157 0.05
C -2.9911 0.2438 3.6945 -0.58
C -1.9561 1.4927 3.6635 -0.45
C -2.8521 -2.6637 4.5488 -0.57
C -3.1243 -4.1110 3.9656 -0.89
H -4.8632 1.7450 -4.0598 0.23
H -5.4664 3.3432 -3.2313 0.31
H -3.6946 2.9254 -3.2549 0.31
H -5.6264 2.2347 -1.1665 0.34
H -5.1821 0.6166 -2.0516 0.23
H -3.2226 2.8466 -0.8966 0.32
H -2.5584 1.4176 -1.8095 0.38
H -4.4516 0.7924 0.5847 0.58
H -2.8581 1.6996 1.0317 -0.42
H -2.4307 -0.4625 -0.7517 0.07
H 0.7591 0.7413 -1.1136 0.48
H -0.7639 2.0952 1.2311 -0.33
H -0.9047 2.6644 -0.5721 0.13
H 0.9867 4.0200 -0.0139 0.48
H 1.8463 2.4633 -0.4860 0.05
H 2.6632 2.0005 1.7190 0.28
H 1.0436 2.5940 2.4639 -0.03
H 1.6680 4.9593 2.3777 0.30
H 2.9352 4.6983 1.0334 0.37
H 3.7782 2.9822 3.2831 0.30
H 3.2324 4.5592 4.0775 0.27
H 5.8920 3.1393 3.7096 0.32
H 6.8865 4.2470 2.6519 0.26
H 5.7601 2.9508 1.8447 0.10
H -0.7883 -2.1716 -1.0282 0.27
H 3.3051 -1.8492 -0.0829 0.23
H 0.8428 -5.1572 -1.5116 0.28
H 2.8032 -5.0037 -0.5943 0.29
H -3.4089 0.2556 4.7638 0.43
H -3.8909 0.3903 3.0229 0.40
H -1.6873 1.7328 4.7522 0.45
H -2.4232 2.4307 3.2355 0.25
H -0.9862 1.1773 3.1721 -0.15
H -3.8629 -2.2682 4.9261 0.43
H -2.2354 -2.8057 5.5060 0.36
H -3.6530 -4.7035 4.7959 0.38
H -2.2125 -4.7199 3.6940 0.18
H -3.8628 -4.1408 3.0906 0.19
O -5.6976 -0.7104 -4.2976 -0.53
C -4.9521 -1.6488 -4.1534 0.87
O -3.6192 -1.4660 -4.2295 -0.34
C -2.6456 -2.4764 -3.9293 -0.12
C -2.4258 -3.3959 -5.1123 -1.23
C -5.4934 -3.0394 -3.9705 -1.15
H -2.9155 -3.0173 -3.0173 0.27
H -1.7152 -1.9466 -3.7098 0.27
H -3.3379 -3.9299 -5.3843 0.30
H -1.6500 -4.1312 -4.8899 0.35
H -2.1252 -2.8198 -5.9902 0.34
H -5.7854 -3.4376 -4.9430 0.30
H -6.3701 -2.9854 -3.3231 0.32
H -4.7996 -3.7265 -3.4907 0.36
O 3.6848 2.3375 -1.6024 -0.62
C 4.8313 2.0791 -1.8932 0.74
O 5.1340 0.8816 -2.4182 -0.39
C 6.4275 0.5264 -2.9329 -0.43
C 7.3613 0.0968 -1.8203 -0.93
C 5.9369 3.0530 -1.5976 -0.89
H 6.8386 1.3357 -3.5415 0.39
H 6.2648 -0.3148 -3.6094 0.33
H 7.5344 0.9018 -1.1035 0.26
H 8.3254 -0.2155 -2.2258 0.37
H 6.9278 -0.7350 -1.2601 0.25
H 6.2020 2.9801 -0.5420 0.10
H 5.5754 4.0602 -1.8115 0.33
H 6.8273 2.9111 -2.2056 0.38



93
Properties=species:S:1:pos:R:3:mulliken_charge:R:1 method="wB97M-V/def2-TZVPD" gap_ev=6.8100 charge=+1
C -4.7483 2.2899 -0.9885 -0.87
C -5.3844 0.8818 -0.5883 -0.54
C -4.4890 -0.3935 -0.9695 -0.59
C -2.9109 -0.1455 -0.9067 0.05
C -2.1009 -1.4035 -0.2649 -1.12
N -1.0381 -0.9389 0.7087 1.25
N -1.4554 -0.9845 1.9638 -1.15
C -0.4520 -0.5500 2.8112 0.56
C -0.9178 -0.5298 4.3575 -0.31
C -1.7145 -1.9160 4.6556 -0.89
C -0.8079 -3.1963 4.3303 0.05
C -1.5983 -4.0831 3.2285 -0.28
N -0.5710 -4.8443 2.4163 -0.50
C 0.9589 -0.1097 2.5205 0.26
C 1.9913 0.3366 3.6373 -1.42
C 2.5379 -0.8847 4.5581 0.09
N 3.0157 -0.2724 5.8419 -0.70
C 1.3524 -0.0934 1.0364 -0.28
C 2.7804 0.3327 0.5199 -0.98
C 3.7507 -0.8944 0.1429 -0.85
C 3.7374 -2.0943 1.1986 0.66
O 5.1017 -2.3656 1.6412 -0.37
C 5.2366 -3.7913 1.7354 0.72
C 4.7064 -4.6668 2.9473 -0.68
O 5.7789 -4.3630 0.7824 -0.52
C 0.1720 -0.5412 0.1794 1.42
C 0.4099 -0.5377 -1.3963 -0.24
B 1.0472 -1.9567 -1.9370 0.68
O 2.1587 -1.9198 -2.8560 -0.56
O 0.5249 -3.2539 -1.5752 -0.64
H -4.3243 2.3203 -2.0503 0.18
H -5.4957 3.1398 -0.8180 0.40
H -3.8629 2.5199 -0.2887 0.21
H -6.3635 0.7847 -1.1848 0.31
H -5.6813 0.8510 0.5145 0.29
H -4.8449 -1.2584 -0.3160 0.32
H -4.7494 -0.6550 -2.0583 0.34
H -2.6396 0.7457 -0.2363 0.12
H -2.5526 0.1244 -1.9485 0.17
H -1.7015 -2.1213 -1.0455 0.19
H -2.9170 -1.9948 0.2879 0.42
H -1.6819 0.2969 4.4945 0.36
H -0.0561 -0.5178 5.0860 0.17
H -2.7461 -1.9378 4.1738 0.40
H -1.8734 -1.9082 5.7956 0.39
H -0.6651 -3.8721 5.2454 0.49
H 0.2326 -2.9520 3.9442 -0.39
H -2.2931 -4.8098 3.7878 0.34
H -2.2238 -3.4280 2.5236 -0.02
H 0.2943 -4.8805 2.9662 0.18
H -0.9107 -5.7982 2.2524 0.26
H 1.4330 1.0695 4.3264 0.50
H 2.8993 0.8966 3.2566 0.17
H 3.4412 -1.4088 4.1048 0.23
H 1.7298 -1.6416 4.8182 0.03
H 2.2402 -0.0643 6.4812 0.32
H 3.4303 0.6359 5.5682 0.28
H 2.7207 0.9828 -0.4274 0.33
H 3.3685 0.9781 1.2658 0.45
H 3.6236 -1.2551 -0.9407 0.21
H 4.8165 -0.4620 0.1735 0.51
H 3.1044 -1.8528 2.1110 -0.73
H 3.2898 -3.0170 0.7067 0.33
H 4.7470 -5.7574 2.5908 0.34
H 3.6143 -4.4765 3.2185 0.10
H 5.3764 -4.6180 3.8658 0.29
H -0.4880 -0.2204 -2.0091 -0.44
H 1.2258 0.2401 -1.6293 0.06
H 2.2941 -2.8497 -3.1618 0.31
H 0.6330 -3.3867 -0.6109 0.28
C 0.6400 1.3488 -4.8922 -0.36
O 0.1374 2.6203 -5.2447 -0.31
C -1.2113 2.5692 -5.7014 -0.53
C -1.9402 3.8660 -5.3738 -0.36
O -2.2986 3.9950 -3.9952 -0.44
C -1.2293 4.2202 -3.0748 -0.06
C -0.6052 5.6068 -3.1820 -0.72
O 0.2351 5.6917 -4.3259 -0.26
C 0.2764 6.9945 -4.8781 -0.81
H 0.7507 0.7213 -5.7811 0.43
H 1.6183 1.4871 -4.4285 0.26
H -0.0172 0.8625 -4.1620 -0.11
H -1.7461 1.7284 -5.2460 0.29
H -1.1839 2.4285 -6.7883 0.40
H -2.8890 3.8601 -5.9184 0.42
H -1.3894 4.7407 -5.7204 0.14
H -0.4821 3.4291 -3.1403 0.03
H -1.6852 4.1366 -2.0818 0.36
H 0.0203 5.7961 -2.2997 0.40
H -1.4009 6.3580 -3.2223 0.37
H -0.7331 7.3569 -5.0962 0.36
H 0.8301 6.9479 -5.8170 0.24
H 0.7870 7.6826 -4.1947 0.33



95
Properties=species:S:1:pos:R:3:mulliken_charge:R:1 method="wB97M-V/def2-TZVPD" s2=2.008 gap_ev="6.7498 / 7.8516" spin_multiplicity=3 charge=+1
C 1.2323 -2.0917 3.2174 -1.67
C 1.6666 -1.0473 2.2146 1.02
Cl 2.7409 -1.8092 1.0082 -0.20
C 2.4387 0.0419 2.9510 -1.51
N 3.3625 0.8021 2.1146 0.48
C 4.7445 0.6859 2.2353 -0.84
S 5.6766 -0.1856 3.4205 1.31
C 5.3362 0.6263 4.9438 -1.05
O 7.0298 0.1206 3.0414 -0.78
O 5.2106 -1.5352 3.4944 -0.54
C 5.2866 1.3832 1.2184 1.19
O 6.5283 1.5495 0.8048 -0.58
N 4.2543 1.9460 0.4812 0.17
P 4.5257 2.8385 -1.0115 0.08
S 3.3761 2.4076 -2.4703 -0.18
C 3.0716 1.6181 1.0996 0.10
P 1.3942 2.0835 0.5802 0.56
C 0.4967 2.3800 2.1418 -1.41
C 1.4519 3.8063 -0.0388 -1.28
H 0.7646 -2.9187 2.6975 0.42
H 2.0890 -2.4775 3.7597 0.42
H 0.5022 -1.6828 3.9122 0.40
H 0.8086 -0.6746 1.6714 -0.03
H 1.7710 0.7195 3.4666 0.35
H 3.0293 -0.4721 3.6949 0.34
H 5.1405 1.6734 4.7423 0.35
H 4.4675 0.1711 5.3993 0.35
H 6.2243 0.5310 5.5554 0.46
H 7.1416 1.5456 1.5574 0.38
H 4.5141 4.1526 -0.5437 0.15
H 5.8616 2.5177 -1.1805 0.11
H -0.1465 3.2244 1.9254 0.54
H -0.1240 1.5403 2.4091 0.01
H 1.1372 2.6897 2.9604 0.61
H 2.3994 4.1262 -0.4387 0.43
H 0.6954 3.8624 -0.8113 0.38
H 1.1772 4.4850 0.7618 0.43
C -5.8670 3.1875 0.5218 -1.71
C -4.4562 2.7056 0.1486 1.79
C -4.5388 1.5201 -0.8098 -1.35
C -5.0527 0.2518 -0.1350 -0.50
C -4.2069 -0.0985 1.0871 -1.30
C -4.0436 1.0517 2.0808 1.94
N -3.6540 2.3084 1.3547 0.24
O -2.3928 2.3639 1.1070 -0.31
C -5.3256 1.2592 2.9026 -1.83
C -2.9485 0.7071 3.0786 -1.55
C -3.7634 3.8880 -0.5133 -1.91
H -6.3050 3.6788 -0.3459 0.46
H -6.5498 2.3907 0.7970 0.30
H -5.8317 3.9102 1.3372 0.35
H -3.5465 1.3234 -1.2291 0.33
H -5.1866 1.7973 -1.6441 0.40
H -6.1039 0.3628 0.1458 0.33
H -5.0161 -0.5755 -0.8442 0.44
H -4.6399 -0.9497 1.6180 0.38
H -3.2200 -0.4114 0.7436 0.35
H -5.2523 2.1629 3.5086 0.38
H -5.4576 0.4128 3.5756 0.46
H -6.2275 1.3212 2.3037 0.31
H -2.0203 0.4382 2.5769 -0.16
H -3.2744 -0.1505 3.6657 0.49
H -2.7540 1.5388 3.7585 0.51
H -3.6548 4.7158 0.1886 0.45
H -4.3713 4.2263 -1.3510 0.45
H -2.7782 3.6261 -0.8920 0.30
C 0.6617 -5.1299 -3.5432 -1.65
C -0.3960 -4.0529 -3.2543 1.69
C -0.9987 -3.5411 -4.5613 -1.26
C -0.0182 -2.6937 -5.3733 -0.54
C 0.5307 -1.5379 -4.5353 -1.31
C 1.1198 -1.9715 -3.1921 2.30
N 0.1709 -2.8948 -2.4919 0.37
O -0.7428 -2.2459 -1.8716 -0.53
C 2.4979 -2.6243 -3.3831 -1.85
C 1.3404 -0.7604 -2.2997 -1.66
C -1.4564 -4.7204 -2.3906 -1.90
H 0.1537 -6.0330 -3.8788 0.47
H 1.3626 -4.8655 -4.3282 0.29
H 1.2264 -5.3742 -2.6432 0.35
H -1.8871 -2.9417 -4.3363 0.32
H -1.3366 -4.3987 -5.1460 0.39
H 0.8002 -3.3093 -5.7547 0.31
H -0.5260 -2.2927 -6.2515 0.41
H 1.3004 -0.9966 -5.0893 0.38
H -0.2809 -0.8274 -4.3471 0.36
H 2.8468 -3.0581 -2.4449 0.31
H 3.2126 -1.8605 -3.6885 0.47
H 2.5236 -3.3954 -4.1462 0.34
H 0.4366 -0.1679 -2.1773 0.43
H 2.1040 -0.1213 -2.7447 0.15
H 1.6763 -1.0805 -1.3119 0.09
H -1.0338 -5.0351 -1.4355 0.44
H -1.8278 -5.6032 -2.9093 0.44
H -2.2976 -4.0627 -2.1915 0.36



92
Properties=species:S:1:pos:R:3:mulliken_charge:R:1 method="wB97M-V/def2-TZVPD" gap_ev=6.3917 charge=0
Cu -0.6868 0.1188 0.7601 -0.90
C 1.2590 -3.9750 2.1591 -1.10
C 0.4722 -4.5128 0.9874 0.58
C 0.9289 -5.8588 0.4791 -1.52
O 0.6331 -3.5647 -0.1216 -0.24
P -0.5638 -2.6279 -0.5182 0.58
O -1.3458 -2.0139 0.5828 -0.47
C 0.2562 -1.4215 -1.5761 -0.83
P 1.4910 -0.4458 -0.6647 -0.28
O 1.3111 -0.6416 0.8039 -0.33
O 2.8893 -0.9569 -1.1914 -0.16
C 3.6908 -1.8916 -0.3981 1.77
C 4.3800 -2.8043 -1.3846 -1.60
C 4.6353 -1.0856 0.4621 -1.48
O 1.3905 1.0304 -1.1011 0.71
C 1.8482 1.8330 -2.2194 0.78
C 1.6877 1.0807 -3.5196 -1.36
C 3.2550 2.3007 -1.9333 -1.38
O -1.4344 -3.5633 -1.4510 -0.37
C -2.7237 -3.0919 -1.9569 1.35
C -2.8874 -3.6947 -3.3318 -1.54
C -3.8052 -3.4840 -0.9764 -1.39
H 1.0833 -4.5976 3.0379 0.49
H 0.9550 -2.9543 2.3909 0.07
H 2.3281 -3.9916 1.9392 0.20
H -0.5904 -4.5474 1.2445 0.48
H 1.9773 -5.8134 0.1802 0.25
H 0.3351 -6.1719 -0.3780 0.33
H 0.8306 -6.6083 1.2649 0.43
H -0.5052 -0.7398 -1.9655 0.08
H 0.7378 -1.9473 -2.4034 0.78
H 2.9983 -2.4575 0.2272 -0.62
H 4.9797 -2.2211 -2.0846 0.33
H 3.6568 -3.3921 -1.9487 0.36
H 5.0421 -3.4904 -0.8556 0.44
H 5.2822 -0.4694 -0.1643 0.31
H 5.2628 -1.7551 1.0516 0.47
H 4.0832 -0.4417 1.1449 0.28
H 1.1622 2.6826 -2.1881 0.26
H 2.3156 0.1877 -3.5448 0.17
H 1.9948 1.7271 -4.3427 0.50
H 0.6489 0.7979 -3.6870 0.26
H 3.9634 1.4718 -1.9690 0.18
H 3.2979 2.7676 -0.9504 0.23
H 3.5474 3.0428 -2.6779 0.49
H -2.6863 -2.0010 -2.0338 -0.30
H -2.9284 -4.7821 -3.2654 0.34
H -2.0584 -3.4186 -3.9816 0.37
H -3.8128 -3.3411 -3.7857 0.41
H -3.8516 -4.5699 -0.8844 0.37
H -4.7737 -3.1239 -1.3250 0.42
H -3.6073 -3.0493 0.0013 0.22
C -0.3735 -0.6757 6.0211 -1.08
Te -0.2492 -0.2972 3.9325 0.47
C -2.2279 0.4815 3.8226 -0.67
H -1.0989 -1.4586 6.2187 0.34
H -0.6516 0.2422 6.5304 0.29
H 0.6082 -0.9915 6.3636 0.31
H -2.3655 1.1730 4.6507 0.46
H -2.9549 -0.3244 3.8607 0.35
H -2.3128 1.0297 2.8862 -0.33
C 2.6031 3.7108 1.9547 -1.54
C 1.3130 3.8925 1.1965 0.57
C 0.9854 5.1246 0.6251 -1.06
C -0.2258 5.2633 -0.0356 -0.13
C -0.6199 6.5883 -0.6362 -1.80
C -1.0957 4.1818 -0.1487 -1.12
C -0.7922 2.9126 0.3893 1.28
C 0.4403 2.8329 1.0798 0.06
N -1.5403 1.7696 0.2762 1.48
C -2.8896 1.8233 -0.2842 1.38
C -3.8227 2.7627 0.4941 -1.64
C -3.4901 0.4208 -0.1668 -2.35
C -2.8755 2.1666 -1.7845 -1.42
H 3.2323 4.5985 1.8849 0.38
H 3.1731 2.8606 1.5721 0.21
H 2.4131 3.5144 3.0113 0.38
H 1.6623 5.9666 0.7158 0.25
H 0.1883 7.3147 -0.5547 0.39
H -1.4948 7.0054 -0.1323 0.33
H -0.8740 6.4853 -1.6935 0.34
H -2.0169 4.3518 -0.6880 0.71
H 0.7178 1.8920 1.5485 0.44
H -3.8307 2.4749 1.5464 0.26
H -4.8430 2.6807 0.1128 0.48
H -3.5327 3.8082 0.4443 0.37
H -3.5491 0.0922 0.8720 0.22
H -2.8610 -0.2925 -0.7010 0.40
H -4.4916 0.3911 -0.6019 0.63
H -2.4346 3.1377 -2.0071 0.32
H -3.8866 2.1551 -2.1991 0.49
H -2.2850 1.4124 -2.3133 0.09



90
Properties=species:S:1:pos:R:3:mulliken_charge:R:1 method="wB97M-V/def2-TZVPD" gap_ev=2.6980 charge=0
Ag -0.5578 -0.9920 -1.5040 0.34
C -0.6149 6.4411 -2.7739 -1.63
C -0.1276 5.5409 -1.5113 1.46
C 0.6768 6.3265 -0.4141 -1.33
C -0.1858 7.3403 0.4270 -0.73
C -1.3508 6.6042 1.0852 -1.11
C -2.1838 5.7439 0.0189 1.53
N -1.2843 4.8418 -0.8902 0.28
O -1.9756 3.8780 -1.6665 -0.66
C -3.0830 6.6334 -0.8736 -1.69
C -2.9955 4.8607 1.0289 -1.78
C 0.9366 4.4870 -2.0244 -1.71
H -1.5928 6.1373 -3.1476 0.36
H 0.1499 6.4603 -3.5503 0.39
H -0.7883 7.4852 -2.5131 0.34
H 1.4928 6.8930 -0.8627 0.41
H 1.2309 5.6702 0.2570 0.49
H -0.4857 8.2008 -0.1711 0.32
H 0.5159 7.6785 1.1894 0.40
H -2.0684 7.3459 1.4358 0.42
H -1.0250 6.0577 1.9702 0.42
H -2.5759 7.3947 -1.4664 0.31
H -3.9253 7.1237 -0.3855 0.39
H -3.5719 6.0479 -1.6521 0.36
H -2.3781 4.1275 1.5477 0.43
H -3.7471 4.2554 0.5221 0.40
H -3.5760 5.4823 1.7107 0.38
H 1.8219 4.8912 -2.5153 0.42
H 0.5903 3.8721 -2.8551 0.39
H 1.3667 3.8947 -1.2168 0.40
C -0.0132 -2.3705 4.0825 -1.88
C 1.2407 -1.8100 4.8548 1.47
C 1.8739 -3.0351 5.7077 -1.11
C 3.3552 -2.8578 5.9657 -0.62
C 4.1818 -2.2885 4.8122 -1.10
C 3.5462 -0.9900 4.2653 1.48
N 2.1614 -1.2250 3.8499 0.09
O 1.5856 -0.1891 3.1335 -0.38
C 3.6881 0.1840 5.1461 -1.50
C 4.4010 -0.7615 3.0379 -1.96
C 0.8060 -0.8152 6.0073 -1.68
H -0.5385 -1.5417 3.6079 0.40
H -0.7109 -2.8770 4.7494 0.40
H 0.3504 -3.1261 3.3860 0.45
H 1.3786 -3.2418 6.6564 0.33
H 1.6114 -3.9365 5.1537 0.43
H 3.8304 -3.8219 6.1471 0.38
H 3.6483 -2.2123 6.7937 0.33
H 4.2736 -3.0220 4.0112 0.45
H 5.1500 -2.2034 5.3055 0.30
H 3.0921 1.0734 4.9415 0.24
H 3.3895 -0.0768 6.1614 0.36
H 4.7147 0.5447 5.2098 0.39
H 5.4281 -0.5131 3.3055 0.42
H 4.3983 -1.5277 2.2627 0.40
H 4.1621 0.2128 2.6116 0.42
H 1.4293 -0.8682 6.8999 0.36
H -0.2297 -0.9660 6.3115 0.44
H 0.5093 0.1712 5.6508 0.35
H 1.6099 0.6010 3.6782 0.35
C -0.5111 -2.5386 -8.9582 -0.98
C 0.4980 -2.5445 -7.8675 0.72
O 0.1236 -2.7389 -6.7132 -0.58
C 1.9594 -2.2277 -8.2027 -0.96
H -1.5105 -2.8260 -8.6316 0.28
H -0.0578 -3.1803 -9.7137 0.31
H -0.6368 -1.5182 -9.3203 0.28
H 2.0764 -1.7217 -9.1610 0.30
H 2.5382 -3.1382 -8.0476 0.28
H 2.2323 -1.5853 -7.3655 0.33
C -7.4071 -2.1995 -2.7673 -1.04
C -6.0318 -2.7256 -3.1304 0.74
O -5.0923 -2.7153 -2.3036 -0.59
C -5.9856 -3.1305 -4.5627 -0.96
H -7.4207 -1.2287 -3.2626 0.28
H -7.6868 -2.1180 -1.7169 0.32
H -8.2000 -2.7858 -3.2317 0.33
H -5.6031 -4.1296 -4.7714 0.32
H -5.3287 -2.3966 -5.0295 0.27
H -6.9530 -3.0167 -5.0520 0.31
C 0.4758 -8.1722 -0.6195 -1.11
C 1.4647 -7.0668 -0.5574 0.84
O 1.3313 -5.8782 -0.8713 -0.57
C 2.7736 -7.4743 0.0464 -1.03
H 0.8314 -9.1342 -0.9887 0.35
H -0.4452 -7.8664 -1.1159 0.30
H 0.2576 -8.3868 0.4267 0.31
H 2.6200 -7.8632 1.0530 0.30
H 3.5123 -6.6789 0.1454 0.28
H 3.1641 -8.2476 -0.6152 0.32